1.
The following is a quantum chemistry calculation of a structure of composition C2H5NOS at a distorted geometry, from the Open Molecules 2025 dataset.

Results
E_HOMO: -9.72 eV
Kohn-Sham gap: 9.648 eV
2S+1: 1
net charge: 0
E_LUMO: -0.08 eV

Each line ends with the Löwdin charge.
CARTESIAN COORDINATES (ANGSTROEM)
S1 1.80591 -0.71225 -0.24737  0.63
O1 -1.87207 -0.79520 -0.19505  0.05
N1 0.20619 -0.20254 -0.82746  -0.48
C1 -0.74951 -1.12874 -0.19348  -0.48
C2 -0.07078 1.21944 -0.14674  -0.16
H1 1.24965 -0.88760 1.29700  0.02
H2 -1.05364 1.51994 -0.01944  0.01
H3 -0.57508 -2.37697 -0.00881  0.18
H4 0.49721 1.28513 1.08107  0.13
H5 0.56212 2.07881 -0.73972  0.11

---

2.
The following is a quantum chemistry calculation of a cluster of 15 separate species, C29H80N8O37S7 in total at a distorted geometry, from the Open Molecules 2025 dataset.

Results
E_HOMO: -10.40 eV
Kohn-Sham gap: 9.800 eV
2S+1: 1
net charge: 0
E_LUMO: -0.60 eV

Each line ends with the Löwdin charge.
CARTESIAN COORDINATES (ANGSTROEM)
S1 -3.24935 1.78265 -6.85820  0.62
S2 1.95949 -3.25932 5.28021  0.63
S3 -6.54851 0.51451 -2.93250  0.64
S4 -3.35832 -3.55439 -1.66007  0.62
S5 5.52124 -2.17204 1.39949  0.63
S6 -0.83740 -1.06791 0.82195  0.63
S7 3.45416 4.46959 -0.29435  0.64
O1 -1.46564 0.67644 5.55587  0.05
O2 -1.05751 3.41508 0.00625  0.05
O3 -4.66525 1.75934 -6.67828  -0.27
O4 -4.29336 2.12488 -0.04819  0.07
O5 5.24364 -1.22650 2.45482  -0.30
O6 -6.67678 2.13572 -3.10733  -0.28
O7 -7.38169 -1.76436 2.31679  0.07
O8 -7.16912 0.12817 -1.69276  -0.27
O9 -3.57282 3.21097 -1.76222  0.06
O10 4.98411 -2.04352 0.06575  -0.28
O11 4.39008 5.45540 0.59499  -0.26
O12 2.56469 1.95849 -3.44476  0.08
O13 -3.49661 -4.02053 -0.31011  -0.26
O14 1.98113 -4.14530 -3.88365  0.07
O15 1.33474 -2.16573 5.96609  -0.28
O16 5.08934 -3.60857 2.05097  -0.30
O17 0.15624 3.65804 -1.73437  0.05
O18 6.54409 3.32087 3.96751  0.08
O19 0.32559 -3.21444 -4.85899  0.06
O20 -2.57768 0.89856 -7.75841  -0.27
O21 1.99419 1.40636 -1.45067  0.02
O22 0.18360 -0.37076 1.90211  -0.26
O23 4.91206 2.33501 2.98213  0.04
O24 -0.03927 -1.82693 -0.09771  -0.30
O25 2.25421 -4.53428 5.91082  -0.29
O26 1.05502 -3.54946 3.95136  -0.30
O27 2.32428 1.74513 8.94661  0.04
O28 -5.80780 -1.70717 3.79831  0.04
O29 -4.60021 -4.04871 -2.55614  -0.26
O30 -1.98566 -1.66119 1.47357  -0.28
O31 4.21994 3.30871 -0.73334  -0.29
O32 -3.03349 -2.20215 -2.03944  -0.29
O33 -6.86897 -0.17609 -4.15289  -0.29
O34 2.74814 5.29845 -1.24288  -0.28
O35 -2.59085 1.65430 -5.35175  -0.28
O36 -2.10155 0.73624 3.51530  0.06
O37 0.36858 0.86387 8.66210  0.09
N1 -6.23662 -1.92514 2.67458  -0.44
N2 -0.53195 4.10724 -0.83899  -0.42
N3 2.73584 1.36610 -2.40919  -0.44
N4 -4.25637 3.09836 -0.77146  -0.43
N5 5.84389 2.34055 3.77940  -0.41
N6 1.08921 -3.33379 -3.93225  -0.46
N7 1.38067 1.38006 8.27389  -0.45
N8 -1.79225 0.12631 4.52219  -0.42
C1 6.12915 -5.72826 1.63777  -0.06
C2 0.94576 -2.37297 -2.80095  0.05
C3 -1.92912 -1.34931 4.52464  0.05
C4 6.04386 1.11238 4.57018  0.06
C5 -1.22394 1.26612 -5.23718  -0.27
C6 3.92512 0.45327 -2.30210  0.06
C7 2.26393 0.47631 2.74290  -0.06
C8 -2.64847 3.44681 -7.23002  -0.10
C9 -2.11029 -4.63088 -2.43731  -0.09
C10 1.11210 -4.88852 3.38536  -0.23
C11 4.97575 -4.80324 1.24179  -0.23
C12 -4.77416 -3.57534 -3.91035  -0.26
C13 5.61347 4.95383 1.14074  -0.28
C14 7.31597 -2.35446 1.35937  -0.10
C15 -6.91917 4.16609 -4.30360  -0.06
C16 1.51891 1.67146 6.79496  0.05
C17 -4.69099 0.39002 -2.86966  -0.09
C18 -5.26335 -2.54793 1.73133  0.04
C19 -1.42632 0.36600 -0.05490  -0.10
C20 2.39085 3.87412 1.02760  -0.09
C21 -5.28136 4.11670 -0.45495  0.06
C22 -5.34484 -4.76363 -4.66037  -0.06
C23 6.28626 6.09409 1.90621  -0.05
C24 -7.09641 2.65542 -4.37180  -0.27
C25 3.43122 -2.72243 4.42458  -0.12
C26 0.50140 -4.65873 2.01235  -0.06
C27 -0.61572 5.59977 -0.76750  0.06
C28 1.53671 -0.08330 1.54976  -0.25
C29 -0.96989 1.08639 -3.73986  -0.04
H1 7.79989 -1.38384 1.28591  0.07
H2 4.04402 -5.32419 1.45630  0.12
H3 -4.75388 5.06705 -0.54923  0.10
H4 2.08200 -0.98076 1.23502  0.11
H5 6.31129 4.53865 0.41216  0.12
H6 2.15109 -5.21177 3.34003  0.11
H7 -8.09879 2.36817 -4.69360  0.12
H8 1.92466 4.67964 1.58643  0.08
H9 5.32221 4.16083 1.83730  0.07
H10 -1.56767 3.32978 -7.31210  0.06
H11 -4.29252 1.23642 -3.42274  0.04
H12 1.01646 -1.38074 -3.23619  0.09
H13 2.04232 1.50315 3.03429  0.08
H14 -2.16859 0.92835 0.50166  0.06
H15 -3.03793 3.71195 -8.20819  0.07
H16 -5.57970 4.01047 0.58096  0.10
H17 3.05644 3.27041 1.64287  0.04
H18 -3.80367 -3.33432 -4.35848  0.11
H19 -5.32065 -2.64792 -4.09190  0.11
H20 -4.33113 0.46251 -1.84564  0.04
H21 6.18642 -5.82238 2.72116  0.08
H22 1.70454 -2.56433 -2.05344  0.09
H23 -5.19291 -4.71132 -5.73561  0.08
H24 -7.64187 4.58770 -3.60169  0.08
H25 0.08974 0.84958 -3.64510  0.06
H26 -6.11166 4.05105 -1.15067  0.09
H27 -4.82034 -5.64334 -4.27976  0.08
H28 3.87345 -0.14222 -3.21021  0.10
H29 -6.38286 -4.96696 -4.39659  0.08
H30 7.07934 5.55762 2.43819  0.07
H31 -1.59183 0.30952 -3.30090  0.07
H32 1.98663 0.78221 6.38730  0.09
H33 1.00653 -3.83183 1.50067  0.06
H34 2.06741 -0.09644 3.65684  0.07
H35 0.52147 1.84158 6.39376  0.07
H36 -2.84497 -1.61519 4.00685  0.08
H37 -0.50884 -4.24498 2.02045  0.08
H38 -2.21916 -4.47960 -3.51100  0.06
H39 5.95901 -6.69032 1.15483  0.09
H40 -0.56842 2.06111 -5.61484  0.12
H41 0.51062 -5.57448 3.97713  0.12
H42 4.81204 1.07713 -2.26563  0.10
H43 3.16326 -2.49131 3.40308  0.05
H44 7.09907 -5.33157 1.33519  0.07
H45 6.76194 0.54014 3.98523  0.10
H46 3.88599 -1.87766 4.93685  0.07
H47 -5.93873 4.44597 -3.91373  0.07
H48 7.49221 -2.80580 2.33274  0.07
H49 3.79172 -0.14396 -1.40774  0.07
H50 4.98674 -4.51466 0.19106  0.11
H51 6.80204 6.75630 1.21599  0.08
H52 -0.05421 -2.59091 -2.44007  0.06
H53 -4.40657 -0.55791 -3.31175  0.04
H54 2.00764 2.63611 6.71053  0.09
H55 -1.32700 5.81673 0.02646  0.09
H56 -0.94277 0.41606 -5.86393  0.12
H57 -1.00201 5.97980 -1.70714  0.10
H58 -2.43745 -5.64777 -2.23224  0.07
H59 -1.96156 -1.74528 5.53345  0.10
H60 -1.17816 2.07402 -3.33388  0.07
H61 -5.62592 -2.37736 0.72342  0.09
H62 -5.08025 -3.59532 1.94807  0.10
H63 1.65535 3.23704 0.53567  0.04
H64 -4.32434 -2.02836 1.90335  0.07
H65 4.13164 -3.55032 4.48777  0.07
H66 -6.47796 2.24057 -5.17224  0.09
H67 0.37517 5.97830 -0.53855  0.08
H68 -1.93260 -0.00615 -0.94879  0.05
H69 1.52224 0.55711 0.66414  0.09
H70 -2.81781 4.08623 -6.36961  0.07
H71 -1.09220 -4.42472 -2.12934  0.05
H72 -7.03286 4.63939 -5.27696  0.08
H73 0.56747 -5.52884 1.35954  0.08
H74 -1.08831 -1.73591 3.95593  0.07
H75 6.51544 1.46440 5.48532  0.10
H76 5.11876 0.57850 4.73620  0.09
H77 3.33326 0.33544 2.59297  0.05
H78 7.60154 -2.95395 0.49940  0.07
H79 -0.55840 0.91830 -0.41076  0.05
H80 5.59793 6.52257 2.62663  0.08

---

3.
The following is a quantum chemistry calculation of a structure of composition C18H22Br6F12O8 at a distorted geometry, from the Open Molecules 2025 dataset.

Results
E_HOMO: -10.47 eV
Kohn-Sham gap: 9.393 eV
2S+1: 1
net charge: 0
E_LUMO: -1.08 eV

Each line ends with the Löwdin charge.
CARTESIAN COORDINATES (ANGSTROEM)
Br1 1.52953 -0.57494 4.86500  0.71
Br2 3.68659 0.83189 -3.05923  0.62
Br3 2.82249 1.59237 0.00459  0.65
Br4 2.54385 3.94179 -2.24507  0.54
Br5 2.12763 -3.06550 2.77870  0.66
Br6 4.21000 -2.21975 5.01255  0.61
F1 -0.16204 -5.49349 4.43930  0.14
F2 -3.13389 -1.04372 -8.09728  0.14
F3 -0.61471 -3.39492 4.14085  0.08
F4 -0.31141 -2.48174 -1.85612  0.14
F5 1.57791 -1.28288 -2.26904  0.11
F6 -5.63768 2.49725 -1.06550  0.21
F7 -1.46925 -2.27002 -9.07766  0.11
F8 -5.48690 4.23798 0.08241  0.17
F9 -1.53688 -4.48135 5.79431  0.16
F10 -2.43060 -0.47802 -10.10951  0.15
F11 1.40996 -2.71005 -0.61105  0.12
F12 -6.03745 4.33478 -2.02160  0.17
O1 0.61409 -0.72870 0.79799  -0.05
O2 0.51483 -3.31082 7.17382  -0.02
O3 -0.58727 0.23303 -0.86782  0.09
O4 -2.94676 4.59821 -0.91141  0.02
O5 -0.81186 1.10810 -8.76004  0.10
O6 2.01488 -4.48443 5.82076  0.04
O7 -3.44166 3.14706 -2.57224  0.14
O8 -0.49289 -0.48963 -7.15396  0.04
C1 2.83664 -1.49676 3.81236  -1.45
C2 -1.03252 -0.03443 -8.25702  -0.35
C3 0.27507 0.34485 1.77752  -0.22
C4 0.24466 -0.60132 -0.43377  -0.41
C5 -5.25249 3.73370 -1.12445  -0.60
C6 3.56830 2.25879 -1.70324  -1.42
C7 -0.40262 -4.34191 5.09653  -0.52
C8 -1.01896 -0.07919 2.49246  -0.06
C9 0.65182 0.17653 -6.63611  -0.19
C10 1.55999 -2.66669 7.91444  -0.28
C11 -0.81074 3.59775 -0.50610  -0.06
C12 0.76347 -1.79060 -1.35158  -0.49
C13 1.50778 -0.78483 -5.82276  -0.06
C14 0.98093 -1.66553 8.85753  -0.06
C15 0.83600 -4.09675 6.05364  -0.27
C16 -2.03677 -0.98881 -8.92068  -0.43
C17 -3.79769 3.82109 -1.59586  -0.32
C18 -1.59499 4.76400 -1.23859  -0.19
H1 -1.25113 0.66389 3.25537  0.08
H2 -1.24174 2.67249 -0.88851  0.06
H3 0.21046 1.28824 1.23537  0.07
H4 2.28116 -2.16305 7.27073  0.05
H5 0.38020 -1.03977 8.19750  0.08
H6 3.25794 -0.74201 3.14832  -0.02
H7 -1.24005 5.70917 -0.82776  0.12
H8 4.57774 2.61612 -1.49966  -0.03
H9 0.95368 -1.12450 -4.94771  0.07
H10 1.84870 -1.16511 9.28723  0.09
H11 0.20980 3.60483 -0.88893  -0.02
H12 -0.75507 -1.02466 2.96634  0.04
H13 -1.87474 -0.19210 1.82688  0.09
H14 1.25137 0.34020 -7.53158  0.12
H15 -0.83686 3.59054 0.58357  0.08
H16 0.39017 -2.17734 9.61724  0.09
H17 2.46854 -0.35189 -5.54420  0.04
H18 1.03636 0.43425 2.55247  0.03
H19 2.15550 -3.43623 8.40563  0.13
H20 1.74814 -1.66824 -6.41429  0.08
H21 0.46169 1.14781 -6.17943  0.14
H22 -1.25999 4.85513 -2.27182  0.12